*a*
Below is the molecule Cl2H2NOP, with properties calculated with ωB97M-V/def2-TZVPD.

Last column: Mulliken charge in e.
CARTESIAN COORDINATES (ANGSTROEM)
N -0.214 0.184 -0.219  -0.57
O -1.877 0.957 -2.170  -0.59
P -1.727 0.748 -0.510  0.90
Cl -2.966 -0.503 0.424  -0.16
Cl -2.026 2.476 0.475  -0.18
H 0.023 0.561 0.677  0.28
H 0.426 0.719 -0.930  0.33

The value obtained for the lowest unoccupied orbital energy is 0.20 eV. As for the spin multiplicity: 1. Its net charge is 0. The calculation puts the HOMO-LUMO gap at 10.6 eV.

***

*b*
Below is the molecule Cl2H2NOP, with properties calculated with ωB97M-V/def2-TZVPD.

Last column: Mulliken charge in e.
CARTESIAN COORDINATES (ANGSTROEM)
N -1.117 -0.221 0.946  -0.56
O -0.260 -0.018 -1.428  -0.52
P 0.210 0.145 0.122  0.86
Cl 0.849 2.075 0.029  -0.16
Cl 2.167 -0.838 -0.111  -0.23
H -0.865 -0.383 1.915  0.24
H -0.984 -0.761 -1.473  0.37

The value obtained for the lowest unoccupied orbital energy is -0.87 eV. As for the spin multiplicity: 1. Its net charge is 0. The calculation puts the HOMO-LUMO gap at 9.6 eV.

***

*a* comes first in stability; the runner-up is 8.6 kcal/mol higher.